8
Properties=species:S:1:pos:R:3:forces:R:3 method="wB97M-V/def2-TZVPD" gap_ev=7.3 homo_energy_ev=-8.24 smiles="OC=C=S.I" e_above_lowest_kcal_mol=72.7
O 0.7200 -1.4128 -0.0589 0.21 -0.70 0.49
C 0.5340 -0.0658 -0.2671 1.35 -0.10 0.14
C -0.3149 0.1658 -1.2549 -0.25 0.01 0.31
S -1.5771 -0.0124 -2.1319 0.20 0.44 -0.12
H 1.5418 -1.5798 0.4181 -0.11 0.13 -0.15
H 1.2334 0.5721 0.3141 -0.70 0.04 -1.06
I -1.9565 1.4098 1.7256 2.43 -0.52 -0.34
H -0.1808 0.9230 1.2550 -3.13 0.69 0.71

12
Properties=species:S:1:pos:R:3:forces:R:3 method="wB97M-V/def2-TZVPD" charge=-1 s_squared=0.753 gap_ev="7.0 / 4.9" multiplicity=2 homo_energy_ev="-3.91 / -3.89" e_above_lowest_kcal_mol=20.6
C 0.6445 0.1359 0.6996 1.15 0.36 -0.38
C 0.5239 1.1932 -0.4035 0.26 0.27 -1.53
S 1.9932 2.4171 -0.1685 -1.70 -1.11 -0.55
N -0.4575 -0.7774 0.5799 -0.11 -0.55 1.00
C -1.3507 -1.2055 -0.4934 -2.72 -0.95 1.72
O -1.2805 -0.7748 -1.6310 1.12 1.04 -1.39
O -2.2721 -1.9823 -0.0412 1.80 0.58 -0.34
H 1.6272 -0.4108 0.4785 -0.83 0.84 0.55
H 0.7975 0.7147 1.7324 -0.75 -1.52 -1.72
H -0.5169 1.7228 -0.4749 2.13 -0.87 0.27
H 0.6602 0.5788 -1.4124 -0.29 1.69 1.80
H -0.3688 -1.6116 1.1344 -0.07 0.22 0.58

14
Properties=species:S:1:pos:R:3:forces:R:3 method="wB97M-V/def2-TZVPD" charge=+1 gap_ev=7.9 homo_energy_ev=-12.82 e_above_lowest_kcal_mol=43.5
C 0.1685 1.1299 -0.3897 0.36 1.73 -1.57
C -0.5993 0.0836 0.3385 -2.66 -2.00 -1.53
N -1.2379 0.4830 1.4808 -0.81 0.34 0.70
N 0.1666 -1.3228 0.7153 -0.35 -0.67 0.71
O -1.5552 -0.6450 -0.6415 2.67 -0.81 3.92
I -2.7619 -0.7069 2.1978 0.25 0.21 0.00
I -0.8122 2.1586 2.5884 0.02 -0.31 -0.37
H 0.5336 0.8548 -1.4009 -0.20 -0.34 0.79
H -0.3699 2.1173 -0.5672 -0.50 -1.64 0.25
H 0.9637 1.5986 0.1400 1.16 -0.44 0.80
H -0.5873 -2.0443 1.0710 1.32 1.78 -1.36
H 0.5677 -1.6501 -0.2142 -0.04 0.05 1.92
H 0.7770 -1.2343 1.6053 -0.45 0.04 -2.36
H -1.8576 -0.1116 -1.3242 -0.76 2.08 -1.91

52
Properties=species:S:1:pos:R:3:forces:R:3 method="wB97M-V/def2-TZVPD" gap_ev=8.6 homo_energy_ev=-8.73 e_above_lowest_kcal_mol=89.5
C -1.3761 -1.1092 3.0117 1.96 0.49 0.32
C -1.9636 -1.4602 1.6399 -0.80 1.09 0.69
C -1.1195 -1.8578 0.4868 -0.68 -1.31 -1.32
O 0.0866 -1.9271 0.3708 0.23 0.66 0.93
O -1.9054 -2.2822 -0.5296 0.00 -0.24 0.06
N -0.6326 0.1427 3.2756 -1.36 -1.25 0.22
H -0.6413 -1.9054 3.2333 -0.78 -0.16 0.39
H -2.1859 -0.9966 3.7457 0.09 -1.02 -0.28
H -2.5716 -0.6271 1.2567 -0.06 -0.12 0.07
H -2.6725 -2.2768 1.8280 0.11 0.05 -0.37
H -0.2137 -4.6719 -1.0165 0.55 -0.14 -0.44
H -1.3447 0.8417 3.4609 0.98 0.42 -0.52
H 0.0566 0.3992 2.5954 -0.16 0.35 -0.12
H 1.1164 -3.4701 -0.0087 0.42 -0.08 -0.29
H 2.1475 -3.5725 1.0083 0.55 -0.16 0.02
O 1.9721 -3.9174 0.1235 -0.70 0.21 0.27
H 3.0551 -0.0207 1.3728 0.54 0.17 0.42
H 4.4396 -0.6038 2.0005 -0.49 0.64 0.04
O 3.7224 -0.7171 1.3687 -0.15 -0.80 -0.55
H 0.8714 1.6190 -2.2693 0.18 0.01 -0.16
H 0.3817 2.2894 -1.0020 -0.21 -0.17 -0.21
O 1.1609 2.2225 -1.5711 -0.40 -0.48 0.11
H -1.4093 -2.9436 -1.1356 0.07 1.02 0.87
H 0.2149 -3.8630 -2.3502 0.66 -0.28 0.09
O -0.4409 -4.0037 -1.6715 -0.98 -0.14 -0.02
H -2.6932 -2.2423 -2.6279 0.27 -0.17 -0.04
H -1.7074 -2.3113 -3.8620 -0.17 0.08 0.30
O -2.5806 -2.0302 -3.5603 -0.27 -0.29 -0.09
H 2.7635 1.3416 3.0486 -0.08 0.25 0.16
H 2.9080 2.8094 2.6942 0.12 0.15 0.08
O 3.2497 2.1420 3.2882 0.26 -0.29 0.16
H -2.5527 4.2644 0.2541 0.02 0.05 -0.15
H -1.0287 4.4910 0.3491 0.02 -0.17 -0.38
O -1.7051 3.8102 0.2091 -0.17 0.29 -0.06
H 2.5121 -1.7682 -1.6633 -0.21 -0.07 0.46
H 1.0653 -1.5192 -1.0620 0.30 -0.24 0.26
O 1.6505 -1.3676 -1.8172 -0.01 0.24 -0.99
H 1.5098 2.5740 1.4557 -0.56 0.12 -1.12
H 0.6945 1.3310 0.7619 0.13 0.66 -0.65
O 1.1359 1.6969 1.5232 0.44 -0.91 1.30
H -2.6774 -0.2096 -3.5003 -0.40 0.56 -0.60
H -1.4255 0.4154 -3.8322 -0.01 0.52 -0.42
O -2.3717 0.6326 -3.8984 0.46 -0.56 0.78
H 1.1280 3.7822 -0.9121 -0.39 0.43 -0.08
H 1.6706 4.8797 -0.0761 -0.19 0.41 0.23
O 0.8269 4.4525 -0.2626 1.07 0.00 0.02
H -1.2407 3.3091 2.2591 0.07 -0.03 -0.11
H -2.4642 2.5110 1.9175 0.38 0.05 0.21
O -1.7736 2.5858 2.5923 -0.75 0.07 0.26
H 1.0060 -0.8199 -3.5645 0.30 0.46 -0.10
H 0.9176 0.2336 -4.7972 0.24 -0.43 0.31
O 0.4341 -0.2825 -4.1412 -0.46 0.06 0.06

8
Properties=species:S:1:pos:R:3:forces:R:3 method="wB97M-V/def2-TZVPD" gap_ev=7.6 homo_energy_ev=-9.04 e_above_lowest_kcal_mol=49.4
C 1.2547 0.8685 0.3013 3.14 0.33 -0.14
C 0.1365 -0.0468 0.1581 0.30 0.97 -2.08
O -0.9620 0.5774 0.6792 -2.35 2.07 -0.05
S 1.3998 2.4320 0.3289 0.10 -0.96 0.17
I 3.5103 -0.5882 0.0811 -1.74 1.00 0.14
H 0.2945 -1.0865 0.3585 -0.12 -0.33 1.13
H 0.0931 -0.0632 -0.9478 -0.05 -0.17 -0.22
H -1.1049 1.5279 0.2767 0.72 -2.92 1.04

16
Properties=species:S:1:pos:R:3:forces:R:3 method="wB97M-V/def2-TZVPD" charge=+1 gap_ev=10.6 homo_energy_ev=-14.03 e_above_lowest_kcal_mol=12.2
C 0.0453 0.5483 -1.8768 1.60 -1.17 1.37
C -0.3842 0.3630 -0.4457 -0.41 0.82 -1.14
C -1.2528 1.1554 0.2510 0.18 -0.06 0.56
N -1.4322 0.5668 1.4821 -0.24 -0.94 0.00
C -0.7881 -0.6096 1.4946 1.49 1.77 1.04
N -0.0735 -0.6887 0.3692 -0.62 -0.52 0.68
H -0.2200 1.5318 -2.2238 -0.40 -0.06 -0.48
H -0.2086 -0.3391 -2.4506 -0.86 0.40 -0.44
H 1.1388 0.4530 -1.8978 -0.06 0.54 0.12
H -1.7006 2.1037 0.0199 -0.09 -0.05 -0.24
H -1.9214 0.9168 2.3076 0.05 0.00 -0.65
H -0.4160 -1.0012 2.4314 -0.60 -0.75 -0.11
H 0.6835 -1.3630 0.3185 0.06 0.16 -0.80
H 2.8399 -1.0653 -1.7122 -0.04 0.12 0.19
H 3.4572 -1.6084 -0.4617 0.38 -0.21 0.35
O 2.7891 -0.9877 -0.7478 -0.43 -0.06 -0.46

10
Properties=species:S:1:pos:R:3:forces:R:3 method="wB97M-V/def2-TZVPD" gap_ev=9.6 homo_energy_ev=-9.16 smiles="C=[N+]([O-])O[SiH3]" e_above_lowest_kcal_mol=55.6
C -1.2584 -0.0120 1.9980 1.49 -1.25 -3.17
N -0.2007 -0.1938 1.0949 -4.44 0.60 2.42
O 0.8423 -0.7421 1.3049 2.24 -0.91 0.88
O -0.3273 0.2445 -0.1793 -2.45 1.25 1.24
Si 0.9329 -0.0177 -1.1896 1.47 0.91 -0.02
H -2.2582 0.1900 1.5505 1.26 0.25 0.28
H -1.1992 -0.7375 2.8090 0.29 0.63 0.00
H 0.1107 0.0800 -2.3511 -0.09 1.25 -1.23
H 2.1573 0.8056 -0.7945 -0.82 -0.41 -0.62
H 1.1094 -1.3719 -1.3485 1.05 -2.32 0.24

8
Properties=species:S:1:pos:R:3:forces:R:3 method="wB97M-V/def2-TZVPD" gap_ev=9.7 homo_energy_ev=-9.91 e_above_lowest_kcal_mol=43.4
C -0.6482 -0.0764 -0.7156 -2.38 -1.14 -0.60
C -2.5671 3.1374 0.4997 0.05 0.40 -0.34
C -1.3111 -1.2387 -0.6983 0.21 0.70 0.91
S -2.7181 2.0184 1.5070 -0.11 -0.28 0.46
Cl -0.7386 -2.8319 -1.1108 -0.14 0.86 0.12
Cl -2.8794 -1.1707 0.0233 -0.56 -0.68 -0.10
H 0.2729 -0.1142 -1.1903 1.79 0.59 -0.53
H -1.2897 0.8107 -0.5620 1.14 -0.45 0.09

Please write out number 5 again, unchanged.
8
Properties=species:S:1:pos:R:3:forces:R:3 method="wB97M-V/def2-TZVPD" gap_ev=7.6 homo_energy_ev=-9.04 e_above_lowest_kcal_mol=49.4
C 1.2547 0.8685 0.3013 3.14 0.33 -0.14
C 0.1365 -0.0468 0.1581 0.30 0.97 -2.08
O -0.9620 0.5774 0.6792 -2.35 2.07 -0.05
S 1.3998 2.4320 0.3289 0.10 -0.96 0.17
I 3.5103 -0.5882 0.0811 -1.74 1.00 0.14
H 0.2945 -1.0865 0.3585 -0.12 -0.33 1.13
H 0.0931 -0.0632 -0.9478 -0.05 -0.17 -0.22
H -1.1049 1.5279 0.2767 0.72 -2.92 1.04